C12H8B2CrF2N3O28S2 | ωB97M-V/def2-TZVPD

Element x y z (Å)
Cr: -0.573 -0.082 -0.721
O: 6.703 4.011 2.837
C: 5.632 3.908 2.275
O: 4.952 2.854 2.010
B: 3.497 3.100 1.783
O: 3.419 4.571 1.750
C: 4.674 5.127 2.058
O: 4.907 6.274 2.492
O: 2.774 2.445 2.865
C: 1.673 1.889 2.333
O: 0.632 1.493 2.880
C: 1.855 1.940 0.809
O: 2.974 2.552 0.521
O: 1.018 1.437 0.098
O: -6.331 -4.292 3.269
C: -6.184 -3.782 2.141
O: -5.408 -2.757 1.873
B: -5.303 -2.553 0.463
O: -6.340 -3.439 -0.072
C: -6.942 -4.068 0.909
O: -7.893 -4.762 0.785
O: -5.600 -1.103 0.112
C: -4.572 -0.647 -0.546
O: -4.418 0.477 -0.986
C: -3.533 -1.793 -0.676
O: -3.962 -2.841 -0.064
O: -2.316 -1.621 -1.101
N: -1.218 1.265 -2.068
S: -1.926 2.878 -2.158
O: -3.171 3.068 -1.387
O: -1.781 3.624 -3.425
F: -0.805 3.611 -1.205
S: -1.181 1.060 -3.560
O: 0.014 1.577 -4.183
O: -2.399 1.007 -4.332
F: -0.905 -0.535 -3.432
N: -0.425 -1.832 2.013
O: -0.114 -1.309 0.919
O: -0.594 -1.051 2.966
O: -0.548 -3.053 2.062
N: -2.405 1.534 1.730
O: -3.455 1.992 1.213
O: -1.678 0.989 0.967
O: -2.225 1.435 2.914
O: 1.451 -0.949 -1.766
C: 2.684 -0.910 -2.054
O: 3.770 -1.553 -1.357
C: 3.512 -2.387 -0.237
C: 4.413 -3.554 -0.470
C: 3.281 0.108 -2.984
H: 2.471 -2.694 -0.144
H: 3.684 -1.876 0.710
H: 4.098 -4.264 -1.234
H: 4.360 -4.188 0.415
H: 5.484 -3.364 -0.547
H: 4.119 -0.348 -3.512
H: 3.708 0.904 -2.374
H: 2.445 0.477 -3.579

The energy comes out at -131257.13672 eV. As for the orbital gap (spin up / spin down): 0.2170 / 0.2171 Eh. As for the spin multiplicity: 5. The charge is -3. The expectation value of S² is 6.01. Its HOMO energy (spin up / spin down) is -0.5 / -0.5 eV.

For reference, the Löwdin charges in units of e are: 0.86, 0.10, -0.43, 0.23, -0.89, 0.19, -0.26, 0.08, 0.23, -0.30, 0.16, -0.35, 0.25, 0.10, 0.10, -0.36, 0.28, -0.86, 0.25, -0.44, 0.15, 0.24, -0.38, 0.14, -0.25, 0.28, 0.01, -0.34, 0.72, -0.25, -0.30, -0.20, 0.43, -0.29, -0.27, -0.21, -0.57, -0.16, 0.02, -0.02, -0.63, -0.06, -0.08, 0.01, 0.03, -0.34, -0.05, -0.24, -0.09, 0.03, 0.13, 0.13, 0.08, 0.07, 0.07, 0.08, 0.10, 0.08